# 1
{"formula": "C56H70N6O27", "method": "ωB97M-V/def2-TZVPD", "species": ["O", "N", "O", "C", "C", "C", "C", "C", "C", "H", "H", "H", "H", "H", "O", "N", "O", "C", "C", "C", "C", "C", "C", "H", "H", "H", "H", "H", "O", "N", "O", "C", "C", "C", "C", "C", "C", "H", "H", "H", "H", "H", "O", "N", "O", "C", "C", "C", "C", "C", "C", "H", "H", "H", "H", "H", "O", "N", "O", "C", "C", "C", "C", "C", "C", "H", "H", "H", "H", "H", "O", "N", "O", "C", "C", "C", "C", "C", "C", "H", "H", "H", "H", "H", "C", "C", "O", "C", "O", "O", "C", "H", "H", "H", "H", "H", "H", "H", "H", "C", "C", "O", "C", "O", "O", "C", "H", "H", "H", "H", "H", "H", "H", "H", "C", "C", "O", "C", "O", "O", "C", "H", "H", "H", "H", "H", "H", "H", "H", "C", "C", "O", "C", "O", "O", "C", "H", "H", "H", "H", "H", "H", "H", "H", "C", "C", "O", "C", "O", "O", "C", "H", "H", "H", "H", "H", "H", "H", "H"], "xyz": [[-4.98, 5.06, 4.48], [-4.13, 5.25, 3.64], [-4.34, 5.24, 2.44], [-2.75, 5.46, 4.07], [-2.43, 5.28, 5.41], [-1.10, 5.36, 5.82], [-0.11, 5.73, 4.93], [-0.42, 5.86, 3.59], [-1.74, 5.70, 3.15], [-3.20, 4.96, 6.10], [-0.79, 5.24, 6.85], [0.95, 5.83, 5.15], [0.26, 6.09, 2.78], [-1.90, 5.88, 2.10], [3.09, 2.85, 1.57], [2.98, 3.92, 2.15], [2.84, 5.00, 1.61], [3.01, 3.87, 3.63], [2.76, 2.65, 4.26], [2.88, 2.57, 5.63], [3.30, 3.68, 6.35], [3.45, 4.91, 5.74], [3.28, 5.01, 4.36], [2.56, 1.76, 3.68], [2.62, 1.68, 6.18], [3.45, 3.68, 7.42], [3.70, 5.82, 6.27], [3.41, 5.91, 3.77], [3.09, -0.87, 4.09], [2.72, -2.02, 4.19], [3.26, -2.89, 4.83], [1.59, -2.43, 3.36], [0.70, -1.47, 2.92], [-0.38, -1.84, 2.11], [-0.47, -3.16, 1.74], [0.41, -4.15, 2.15], [1.41, -3.77, 3.03], [0.82, -0.46, 3.28], [-1.12, -1.09, 1.86], [-1.31, -3.53, 1.16], [0.24, -5.15, 1.77], [2.07, -4.54, 3.42], [-0.98, -2.01, -5.36], [0.16, -2.01, -5.80], [0.57, -2.82, -6.59], [1.05, -0.93, -5.36], [2.34, -0.90, -5.84], [3.13, 0.23, -5.67], [2.64, 1.29, -4.90], [1.37, 1.19, -4.35], [0.56, 0.10, -4.56], [2.75, -1.68, -6.46], [4.13, 0.27, -6.08], [3.29, 2.15, -4.80], [0.97, 2.02, -3.77], [-0.44, -0.02, -4.17], [5.78, -2.23, -3.29], [6.10, -1.38, -2.49], [7.14, -0.77, -2.51], [5.13, -1.07, -1.44], [3.80, -1.46, -1.56], [2.87, -1.08, -0.61], [3.29, -0.30, 0.45], [4.62, 0.09, 0.60], [5.54, -0.29, -0.37], [3.50, -1.99, -2.45], [1.82, -1.28, -0.76], [2.62, -0.05, 1.27], [4.82, 0.69, 1.48], [6.55, 0.06, -0.25], [-2.48, 5.66, -1.19], [-1.57, 5.49, -1.98], [-0.43, 5.88, -1.80], [-1.85, 4.83, -3.26], [-0.77, 4.54, -4.08], [-1.02, 3.95, -5.31], [-2.31, 3.85, -5.80], [-3.37, 4.09, -4.95], [-3.15, 4.59, -3.66], [0.27, 4.58, -3.78], [-0.14, 3.69, -5.89], [-2.46, 3.43, -6.79], [-4.36, 4.04, -5.38], [-3.98, 4.86, -3.02], [-2.27, 1.66, 4.38], [-0.84, 2.05, 4.68], [-0.03, 0.93, 4.98], [0.17, 0.49, 6.22], [-0.21, 1.02, 7.24], [1.00, -0.54, 6.10], [1.55, -1.12, 7.30], [-2.83, 2.58, 4.23], [-2.72, 1.18, 5.25], [-2.37, 1.03, 3.49], [-0.76, 2.83, 5.42], [-0.47, 2.47, 3.74], [1.14, -0.66, 8.19], [2.63, -0.98, 7.26], [1.27, -2.17, 7.28], [-2.04, -6.36, -1.05], [-3.06, -5.30, -1.45], [-3.34, -4.53, -0.28], [-4.38, -3.72, -0.35], [-5.03, -3.52, -1.34], [-4.58, -3.14, 0.82], [-5.26, -1.88, 0.78], [-1.31, -5.90, -0.40], [-1.63, -6.83, -1.93], [-2.51, -7.14, -0.44], [-3.94, -5.73, -1.92], [-2.62, -4.67, -2.23], [-6.01, -1.75, 0.02], [-4.47, -1.13, 0.68], [-5.71, -1.64, 1.74], [-2.99, -5.17, -5.04], [-3.61, -3.90, -5.54], [-3.56, -2.96, -4.48], [-3.91, -1.70, -4.69], [-4.27, -1.25, -5.75], [-3.82, -1.07, -3.53], [-3.98, 0.35, -3.58], [-3.57, -5.59, -4.22], [-1.95, -5.12, -4.73], [-2.95, -5.87, -5.87], [-4.62, -4.03, -5.94], [-2.98, -3.54, -6.36], [-5.04, 0.55, -3.45], [-3.56, 0.80, -4.47], [-3.52, 0.79, -2.70], [-0.23, 3.46, 1.00], [0.42, 2.75, -0.15], [0.07, 1.37, -0.06], [-0.64, 0.77, -0.99], [-1.14, 1.27, -1.96], [-0.65, -0.51, -0.66], [-1.24, -1.49, -1.51], [0.26, 3.21, 1.95], [-1.26, 3.14, 1.17], [-0.17, 4.54, 0.82], [1.49, 2.96, -0.21], [0.09, 3.20, -1.09], [-2.32, -1.32, -1.45], [-1.09, -2.53, -1.22], [-0.91, -1.40, -2.54], [4.41, -4.98, 0.30], [3.01, -4.40, 0.05], [2.81, -4.28, -1.36], [1.62, -4.54, -1.86], [0.58, -4.59, -1.24], [1.74, -4.65, -3.17], [0.58, -4.95, -3.95], [4.65, -5.84, -0.32], [4.49, -5.27, 1.34], [5.15, -4.26, -0.07], [2.90, -3.45, 0.56], [2.28, -5.12, 0.43], [-0.29, -4.38, -3.61], [0.27, -5.98, -3.83], [0.85, -4.63, -4.95]], "e_homo_ev": -9.8, "gap_ev": 9.0, "total_charge": 0, "smiles": "O=[N+]([O-])c1ccccc1.O=[N+]([O-])c1ccccc1.O=[N+]([O-])c1ccccc1.O=[N+]([O-])c1ccccc1.O=[N+]([O-])c1ccccc1.O=[N+]([O-])c1ccccc1.CCOC(=O)OC.CCOC(=O)OC.CCOC(=O)OC.CCOC(=O)OC.CCOC(=O)OC", "lumo_ev": -0.9}

# 2
{"formula": "C3H4N2OS", "method": "ωB97M-V/def2-TZVPD", "species": ["H", "N", "C", "N", "C", "S", "C", "O", "H", "H", "H"], "xyz": [[-0.31, 2.94, -2.49], [0.08, 2.55, -1.57], [-0.39, 1.36, -1.30], [0.02, 0.84, -0.06], [0.01, -0.46, 0.30], [-0.47, -1.77, -0.59], [0.45, -0.80, 1.63], [0.84, 0.09, 2.38], [-1.05, 0.70, -2.00], [0.36, 1.56, 0.63], [0.69, -1.93, 1.88]], "e_homo_ev": -9.4, "gap_ev": 7.9, "total_charge": 0, "smiles": "[H]/N=C/NC(=S)C=O", "lumo_ev": -1.4}

# 3
{"formula": "HN3O3", "method": "ωB97M-V/def2-TZVPD", "species": ["N", "N", "N", "O", "O", "O", "H"], "xyz": [[0.51, -0.60, 0.05], [-2.43, 0.13, 0.06], [1.62, -0.02, 0.00], [-3.70, -0.07, -0.07], [1.63, 1.27, -0.06], [2.69, -0.69, 0.01], [-0.32, -0.01, 0.00]], "e_homo_ev": [2.4, 2.4], "gap_ev": [5.1, 5.1], "total_charge": -2, "lumo_ev": [7.5, 7.5]}

# 4
{"formula": "C4H10NO2S", "method": "ωB97M-V/def2-TZVPD", "species": ["O", "C", "C", "N", "C", "C", "O", "S", "H", "H", "H", "H", "H", "H", "H", "H", "H", "H"], "xyz": [[0.26, -2.00, 0.26], [-0.13, -0.77, 0.74], [-1.52, -0.37, 0.23], [-1.21, 0.29, -1.06], [-0.16, 1.25, -0.90], [0.82, 0.58, 0.17], [1.17, 1.25, 1.32], [2.21, -0.10, -0.68], [0.88, -2.53, 0.86], [0.11, -0.79, 1.83], [-2.37, -1.05, 0.04], [-1.86, 0.40, 0.98], [-0.77, -0.50, -1.59], [-1.92, 0.59, -1.60], [-0.44, 2.21, -0.42], [0.41, 1.51, -1.81], [2.15, 1.21, 1.48], [2.38, -1.16, 0.16]], "e_homo_ev": -13.5, "gap_ev": 10.2, "total_charge": 1, "smiles": "O[C@@H]1C[NH2+]C[C@]1(O)S", "lumo_ev": -3.3}

# 5
{"formula": "CH3N3O2S", "method": "ωB97M-V/def2-TZVPD", "species": ["H", "N", "C", "S", "O", "N", "O", "N", "H", "H"], "xyz": [[0.26, 1.02, 1.02], [-0.76, 0.89, 0.90], [-1.06, 0.07, -0.05], [-2.71, -0.42, -0.43], [-0.13, -0.68, -0.77], [1.32, -0.58, -0.27], [1.51, -1.24, 0.68], [1.80, 0.21, -1.04], [2.72, 0.43, -0.71], [-2.95, 0.29, 0.67]], "e_homo_ev": -9.7, "gap_ev": 10.0, "total_charge": 0, "smiles": "[H]/N=C(/S)O/[N+]([O-])=N/[H]", "lumo_ev": 0.2}

# 6
{"formula": "C37H40O2P2W", "method": "ωB97M-V/def2-TZVPD", "species": ["W", "C", "C", "C", "C", "C", "C", "C", "C", "C", "H", "H", "H", "H", "H", "H", "H", "H", "H", "H", "H", "H", "H", "H", "H", "P", "P", "C", "C", "C", "C", "C", "C", "C", "C", "C", "C", "C", "C", "C", "C", "C", "C", "C", "C", "C", "C", "C", "C", "C", "C", "C", "C", "H", "H", "H", "H", "H", "H", "H", "H", "H", "H", "H", "H", "H", "H", "H", "H", "H", "H", "H", "H", "H", "H", "C", "O", "C", "O", "H", "H", "H"], "xyz": [[0.44, 1.17, -1.74], [1.54, 0.03, 0.53], [2.16, 0.63, -0.70], [2.96, -0.26, -1.69], [2.27, -0.40, -3.06], [0.77, -0.50, -2.93], [0.16, -0.95, -1.66], [0.85, -2.02, -0.76], [1.53, -1.49, 0.54], [-1.55, 1.45, -1.40], [2.02, 0.42, 1.43], [2.61, 1.61, -0.45], [3.22, -1.25, -1.28], [3.95, 0.22, -1.77], [2.54, 0.44, -3.72], [2.66, -1.27, -3.61], [0.13, -0.50, -3.82], [-0.90, -1.21, -1.80], [1.57, -2.65, -1.30], [0.05, -2.73, -0.45], [1.00, -1.87, 1.44], [2.56, -1.87, 0.67], [-1.83, 1.82, -0.40], [-2.19, 0.61, -1.71], [-1.70, 2.28, -2.13], [3.38, 6.03, -5.35], [1.31, 4.92, -7.48], [3.93, 4.90, -6.63], [3.09, 4.58, -7.65], [4.56, 7.45, -5.62], [5.80, 7.29, -6.25], [6.71, 8.36, -6.32], [6.36, 9.63, -5.85], [5.06, 9.83, -5.35], [4.17, 8.75, -5.23], [3.95, 5.05, -3.92], [3.17, 3.89, -3.72], [3.45, 3.08, -2.64], [4.44, 3.42, -1.71], [5.25, 4.54, -1.96], [5.03, 5.34, -3.08], [1.09, 5.54, -9.23], [1.74, 6.75, -9.57], [1.67, 7.26, -10.87], [0.91, 6.60, -11.85], [0.26, 5.40, -11.52], [0.36, 4.87, -10.22], [0.52, 3.28, -7.63], [-0.86, 3.22, -7.34], [-1.54, 2.02, -7.52], [-0.85, 0.87, -7.92], [0.53, 0.93, -8.16], [1.22, 2.13, -8.00], [4.92, 4.45, -6.51], [3.44, 4.21, -8.62], [6.06, 6.33, -6.70], [7.71, 8.20, -6.75], [7.07, 10.45, -5.88], [4.74, 10.83, -5.06], [3.17, 8.91, -4.83], [2.37, 3.62, -4.40], [2.86, 2.16, -2.52], [4.56, 2.82, -0.82], [6.05, 4.78, -1.26], [5.70, 6.17, -3.31], [2.32, 7.27, -8.81], [2.21, 8.17, -11.13], [0.83, 7.01, -12.86], [-0.32, 4.86, -12.27], [-0.11, 3.92, -9.99], [-1.38, 4.12, -7.00], [-2.62, 1.99, -7.36], [-1.38, -0.06, -8.06], [1.07, 0.04, -8.49], [2.30, 2.18, -8.18], [-1.52, -1.04, 1.66], [-0.83, -0.53, 0.54], [0.04, 0.55, 0.60], [-0.19, 1.62, 1.19], [-2.40, -0.40, 1.81], [-0.88, -1.09, 2.56], [-1.84, -2.05, 1.37]], "e_homo_ev": [-13.4, -13.4], "gap_ev": [6.7, 5.0], "total_charge": 2, "multiplicity": 3, "lumo_ev": [-6.7, -8.4]}

Across the entries above, strongest force on any atom takes the values 1.88, 4.71, 2.68, 4.95, 4.77, 4.17 eV/A, respectively.